{
  "formula": "C20H36N4NiS4SbSi",
  "method": "the ωB97M-V functional and the def2-TZVPD basis",
  "lumo_ev": [4.535, 4.388],
  "molar_mass_g_mol": 669.34,
  "relative_energy_kj_mol": 0.0,
  "multiplicity": 4,
  "homo_lumo_gap_ha": [0.188, 0.218],
  "s2": 3.77,
  "charge": -2,
  "symbols": ["Sb", "Ni", "S", "S", "S", "S", "Si", "N", "N", "N", "N", "C", "C", "C", "C", "C", "C", "C", "C", "C", "C", "C", "C", "C", "C", "C", "C", "C", "C", "C", "C", "H", "H", "H", "H", "H", "H", "H", "H", "H", "H", "H", "H", "H", "H", "H", "H", "H", "H", "H", "H", "H", "H", "H", "H", "H", "H", "H", "H", "H", "H", "H", "H", "H", "H", "H", "H"],
  "xyz": [[-1.865239, -2.775366, -3.263870], [-0.800910, -1.006673, -1.083352], [0.333784, -2.700876, -2.198785], [-2.464333, -2.279702, 0.248751], [-2.392833, -4.956018, -3.691978], [-1.985588, -1.340597, -5.081281], [0.721865, -0.450183, 0.840239], [-2.513126, 0.331705, -1.067487], [-4.799795, -1.293450, 1.008385], [-3.638773, 0.123007, -0.315634], [-0.412885, 0.504557, -2.650467], [0.872266, 1.590814, 3.078097], [-1.301108, 1.254277, 2.000663], [1.987507, -1.718413, 3.212159], [0.487561, 0.405189, -3.616061], [-0.177355, 2.493906, -4.550202], [0.653928, 1.390988, -4.580930], [0.793353, -1.820217, 2.252053], [0.211811, 1.241812, 1.740233], [2.594595, -0.219744, 0.222573], [0.475712, 2.411464, 0.783356], [-3.408596, 2.560452, -1.647513], [-3.645161, -1.064687, 0.271215], [2.587951, 0.503495, -1.133598], [-1.270130, 1.534227, -2.658065], [3.548186, 0.557439, 1.138970], [-1.172410, 2.567977, -3.585047], [-2.412738, 1.445992, -1.706420], [3.263482, -1.567233, -0.091461], [0.839233, -3.217065, 1.609611], [-0.448723, -1.801274, 3.155918], [2.649413, -2.187125, -0.744629], [-4.013707, 2.590210, -2.558039], [0.594080, 0.890450, 3.867949], [3.263296, 1.604978, 1.232721], [-1.380429, -1.836911, 2.597091], [2.017676, -0.766564, 3.744210], [-0.466842, -0.928927, 3.812379], [1.401568, 1.256277, -5.349097], [1.959838, 1.622720, 3.034460], [-0.007935, 3.318118, 1.169112], [3.511296, -2.152235, 0.793557], [-5.002047, -2.270381, 1.160266], [-2.895599, 3.520538, -1.556711], [3.626576, 0.145486, 2.145903], [-4.072396, 2.412734, -0.797695], [2.095005, -0.120990, -1.872407], [-0.416736, -2.685762, 3.804326], [0.076873, 2.223751, -0.212789], [-0.083994, 3.280848, -5.291197], [4.554760, 0.542428, 0.700256], [-5.577154, -0.731031, 0.697302], [-1.584386, 2.237086, 2.403049], [1.745682, -3.389953, 1.034572], [0.008964, -3.394194, 0.930745], [-1.616078, 0.508342, 2.724612], [1.899027, -2.509428, 3.969334], [2.950807, -1.854139, 2.726044], [0.529298, 2.583136, 3.401032], [3.621693, 0.661464, -1.468618], [1.065517, -0.512903, -3.602697], [-1.871958, 3.389559, -3.574210], [2.094889, 1.472247, -1.122309], [1.537249, 2.632430, 0.676936], [-1.883475, 1.089741, 1.101434], [0.801556, -3.976629, 2.401359], [4.206139, -1.371174, -0.618322]],
  "forces_ev_per_angstrom": [[0.1, -0.2, -0.3], [0.2, 0.4, 0.7], [-0.3, 0.0, -0.1], [0.2, -0.1, -0.1], [-0.1, -0.2, -0.1], [0.0, 0.0, -0.1], [-0.1, 0.1, -0.2], [-0.1, 0.2, 0.2], [0.1, -0.1, 0.0], [0.4, -0.1, -0.2], [-0.1, 0.1, 0.1], [0.1, -0.1, 0.1], [0.0, 0.0, 0.0], [0.0, 0.0, 0.0], [-0.1, 0.1, 0.0], [0.0, 0.0, 0.0], [0.0, -0.1, 0.0], [0.0, -0.1, 0.1], [-0.1, 0.1, 0.0], [0.1, 0.0, -0.1], [0.1, 0.0, 0.0], [-0.1, 0.0, 0.1], [-0.3, 0.4, 0.0], [0.0, -0.1, 0.1], [-0.3, -0.1, 0.3], [0.0, 0.0, 0.1], [0.2, -0.2, 0.0], [0.3, -0.3, -0.2], [0.0, -0.1, 0.1], [0.0, 0.0, 0.0], [0.0, 0.1, 0.0], [-0.1, 0.0, 0.0], [0.0, 0.0, 0.0], [0.0, 0.0, 0.0], [0.0, 0.1, 0.0], [0.0, 0.0, -0.1], [0.0, 0.0, 0.0], [0.0, 0.0, 0.0], [0.0, 0.0, 0.0], [0.1, 0.0, -0.1], [0.0, 0.1, 0.0], [0.0, 0.0, 0.1], [0.0, 0.1, 0.0], [0.0, 0.0, 0.0], [0.0, 0.0, 0.0], [0.1, 0.0, 0.0], [0.0, 0.0, 0.0], [0.0, -0.1, 0.1], [-0.1, -0.1, -0.1], [0.0, 0.0, 0.0], [0.1, 0.0, 0.0], [0.0, 0.0, 0.0], [0.0, 0.1, 0.0], [0.1, 0.0, 0.0], [-0.1, 0.0, 0.0], [0.0, -0.1, 0.1], [0.0, 0.0, 0.0], [0.0, 0.0, -0.1], [0.0, 0.1, 0.0], [0.1, 0.0, 0.0], [0.0, 0.0, -0.1], [0.0, 0.0, 0.0], [-0.1, 0.1, 0.0], [0.1, 0.0, 0.0], [0.0, 0.0, -0.1], [0.0, -0.1, 0.0], [0.1, 0.0, 0.0]],
  "mulliken_spin": [0.383, 1.457, 0.218, 0.066, 0.235, 0.262, 0.074, -0.003, 0.001, -0.013, 0.025, 0.004, 0.022, 0.013, 0.006, 0.000, 0.013, 0.029, 0.038, 0.030, 0.033, 0.004, 0.020, 0.023, 0.012, 0.012, -0.003, 0.042, 0.008, 0.011, 0.015, 0.003, 0.001, 0.002, 0.002, -0.003, -0.001, 0.000, -0.002, 0.000, 0.001, 0.001, -0.001, 0.001, -0.002, 0.000, -0.012, -0.001, -0.013, 0.000, -0.002, -0.001, 0.000, 0.001, -0.002, 0.002, -0.002, 0.001, -0.001, -0.001, -0.002, 0.002, 0.002, 0.002, -0.013, 0.000, 0.000]
}


{
  "formula": "H18O9",
  "method": "the ωB97M-V functional and the def2-TZVPD basis",
  "lumo_ev": 0.029,
  "molar_mass_g_mol": 162.13,
  "relative_energy_kj_mol": 381.2,
  "smiles": "O.O.O.O.O.O.O.O.O",
  "homo_lumo_gap_ha": 0.393,
  "symbols": ["O", "O", "O", "O", "O", "O", "O", "O", "O", "H", "H", "H", "H", "H", "H", "H", "H", "H", "H", "H", "H", "H", "H", "H", "H", "H", "H"],
  "xyz": [[-2.010469, -2.415399, 4.088050], [-0.346916, 4.049832, -1.000257], [-0.313006, 0.157792, -3.176522], [2.885724, 1.179695, 1.138639], [0.809951, -3.559905, -1.544020], [-3.890683, 3.211275, -0.667937], [0.733027, -2.656296, 2.249760], [-0.865077, -0.265572, 0.917336], [2.783187, 0.242432, -1.421669], [3.174429, -0.162784, -0.618692], [2.129131, -0.307395, -1.852593], [0.657187, -2.168165, 3.113956], [0.666904, -2.636788, -1.613451], [-0.990339, -0.515588, 0.040242], [-4.294457, 2.372208, -0.568637], [0.200461, 0.138722, -3.978131], [-2.871285, -2.815301, 4.018018], [1.687432, -2.564154, 2.167568], [-2.244643, -1.554545, 3.901631], [3.729128, 1.399881, 0.714713], [-1.130864, 4.513352, -1.084631], [0.336763, 4.569514, -1.428824], [-0.421112, 0.604423, 0.786372], [0.315634, -3.823715, -2.395545], [-2.979741, 2.895483, -0.399986], [-0.898012, -0.635246, -3.345778], [3.147645, 0.746242, 1.960389]],
  "forces_ev_per_angstrom": [[0.6, -2.4, 0.7], [2.3, -1.6, 0.4], [-1.2, -1.8, 0.0], [0.5, -0.2, 0.3], [-1.3, -1.7, -2.5], [2.6, 0.1, 0.5], [0.5, 1.0, 1.8], [0.8, 2.1, 1.9], [0.9, 0.4, 0.2], [-1.1, 0.0, -0.9], [0.0, -0.4, 0.4], [-0.7, -0.8, -1.2], [0.0, 1.7, 0.5], [-0.5, -1.1, -2.3], [-1.5, -1.2, 0.0], [0.6, 0.4, -0.5], [-0.4, -0.9, 0.1], [0.2, -0.4, -0.6], [-0.2, 3.3, -0.7], [-0.3, 0.2, 0.1], [-2.4, 1.6, -0.4], [0.0, 0.0, 0.0], [-0.3, -0.8, 0.4], [1.2, 0.0, 2.0], [-1.0, 1.1, -0.5], [0.7, 1.3, 0.5], [-0.1, 0.1, 0.0]],
  "nbo_charge": [-0.920, -0.938, -0.930, -0.931, -0.913, -0.928, -0.914, -0.930, -0.964, 0.483, 0.477, 0.464, 0.456, 0.457, 0.461, 0.469, 0.461, 0.449, 0.460, 0.469, 0.465, 0.473, 0.473, 0.457, 0.467, 0.462, 0.465]
}


{
  "formula": "C21H29N3OS",
  "method": "the ωB97M-V functional and the def2-TZVPD basis",
  "lumo_ev": 0.691,
  "molar_mass_g_mol": 371.55,
  "relative_energy_kj_mol": 127.8,
  "smiles": "CCc1ccc(NC(=S)N(CCN2CCCCC2)Cc2ccco2)cc1",
  "homo_lumo_gap_ha": 0.311,
  "symbols": ["S", "O", "N", "N", "N", "C", "C", "C", "C", "C", "C", "C", "C", "C", "C", "C", "C", "C", "C", "C", "C", "C", "C", "C", "C", "C", "H", "H", "H", "H", "H", "H", "H", "H", "H", "H", "H", "H", "H", "H", "H", "H", "H", "H", "H", "H", "H", "H", "H", "H", "H", "H", "H", "H", "H"],
  "xyz": [[-1.831562, -0.684816, 2.194752], [0.045331, 0.245101, -2.365447], [-0.343879, -1.353173, 0.099762], [-2.295169, -0.229791, -0.364113], [-1.605196, 2.503272, -0.264823], [-0.312668, 1.641574, -4.055452], [-1.194134, 3.654936, -1.047852], [1.919626, -2.078830, 0.320911], [-1.323418, 2.741367, 1.142065], [0.177692, 2.900587, 1.352805], [0.700275, 4.072995, 0.531911], [3.709853, -5.886081, 1.982282], [0.312416, 3.861983, -0.926737], [-3.314985, 0.726867, -0.009051], [0.605991, -2.115546, 0.784884], [0.290687, -2.952197, 1.849867], [1.281600, -3.703636, 2.451576], [-1.558396, 1.118447, -3.628153], [2.898632, -2.838858, 0.927819], [-1.468730, -0.756860, 0.580217], [-2.188387, -0.591388, -1.764767], [2.597283, -3.655811, 2.010246], [0.623124, 1.078160, -3.249274], [-2.987342, 2.143360, -0.510203], [-1.288661, 0.275935, -2.590809], [3.655245, -4.509698, 2.648419], [-0.722652, -3.011402, 2.209271], [-1.675804, 1.892715, 1.727182], [0.673964, 1.980841, 1.037913], [-3.696587, 2.846130, -0.035935], [-2.520859, 1.336770, -4.044533], [0.255666, 5.002006, 0.897764], [-3.149283, 2.184143, -1.590539], [2.169264, -1.444599, -0.519293], [0.818147, 2.974754, -1.310934], [3.938623, -5.785021, 0.923517], [-0.001922, -0.990953, -0.782059], [-0.144952, 2.339328, -4.849551], [-3.406908, 0.713964, 1.077791], [1.023038, -4.342707, 3.283479], [-1.718233, 4.571965, -0.718199], [3.913575, -2.792810, 0.558721], [4.629381, -4.025340, 2.553619], [0.379776, 3.049963, 2.414315], [3.437792, -4.633635, 3.711129], [0.611019, 4.717567, -1.535679], [-4.274532, 0.414471, -0.435465], [-1.847704, 3.646957, 1.500834], [2.750484, -6.389695, 2.077482], [-1.849977, -1.633384, -1.827617], [1.689798, 1.175286, -3.207155], [-1.454134, 3.476165, -2.095162], [1.784364, 4.156755, 0.629130], [4.475000, -6.504786, 2.445811], [-3.191568, -0.533348, -2.196671]],
  "forces_ev_per_angstrom": [[0.0, 0.0, 0.7], [0.0, -0.4, 0.4], [-0.2, 0.3, -0.8], [0.2, -0.3, -0.1], [-0.2, 0.1, -0.1], [0.5, -0.2, 0.3], [0.2, 0.0, -0.3], [-0.2, 0.1, 0.0], [0.2, -0.2, 0.2], [-0.2, 0.2, 0.1], [0.1, -0.2, -0.1], [0.1, 0.1, 0.2], [-0.2, 0.2, 0.1], [-0.2, 0.4, 0.2], [0.4, -0.3, 0.3], [-0.1, -0.1, -0.1], [0.1, 0.1, -0.1], [0.0, -0.5, 0.5], [0.0, -0.1, 0.1], [-0.1, 0.0, 0.1], [0.4, 0.0, -0.1], [0.1, 0.1, 0.1], [0.0, 0.6, -0.7], [0.0, -0.1, 0.0], [-0.8, 0.3, -0.6], [-0.1, -0.2, -0.2], [0.0, 0.0, 0.0], [0.0, 0.1, 0.0], [0.0, -0.1, 0.0], [0.0, 0.0, -0.1], [-0.3, 0.0, 0.0], [0.0, 0.1, 0.0], [0.0, 0.1, 0.0], [0.0, 0.1, -0.1], [0.0, 0.0, -0.1], [0.0, 0.0, -0.1], [-0.1, -0.1, 0.1], [0.1, 0.1, -0.2], [-0.1, 0.0, -0.2], [0.0, -0.1, 0.1], [0.0, 0.0, 0.0], [0.1, 0.0, 0.0], [0.0, 0.0, 0.1], [0.0, -0.1, 0.0], [0.1, 0.1, 0.0], [0.0, 0.0, -0.1], [0.0, 0.0, 0.0], [0.0, 0.0, 0.0], [-0.1, -0.1, 0.0], [-0.1, 0.1, 0.0], [0.1, 0.0, 0.1], [0.0, 0.0, 0.1], [0.0, 0.1, 0.0], [0.1, -0.1, 0.0], [0.1, 0.0, 0.0]],
  "nbo_charge": [-0.261, -0.432, -0.620, -0.426, -0.459, -0.310, -0.214, -0.194, -0.240, -0.400, -0.397, -0.592, -0.402, -0.227, 0.134, -0.207, -0.207, -0.306, -0.216, 0.326, -0.271, -0.023, 0.092, -0.223, 0.282, -0.415, 0.241, 0.229, 0.204, 0.176, 0.230, 0.192, 0.193, 0.199, 0.199, 0.204, 0.417, 0.233, 0.254, 0.209, 0.158, 0.206, 0.205, 0.211, 0.207, 0.205, 0.194, 0.155, 0.205, 0.232, 0.209, 0.202, 0.206, 0.205, 0.227]
}


- What is the formula in the second record?
  H18O9


- Which formula does entry 3 have?
  C21H29N3OS